[1]
{"formula": "C20H35AsMnNOPS4", "method": "the ωB97M-V functional and the def2-TZVPD basis", "species": ["Mn", "S", "As", "S", "S", "S", "C", "C", "C", "C", "P", "N", "C", "C", "C", "C", "C", "C", "C", "C", "H", "H", "H", "H", "H", "H", "H", "H", "H", "H", "H", "H", "H", "H", "H", "H", "H", "H", "H", "H", "H", "H", "H", "H", "H", "H", "H", "C", "C", "O", "C", "C", "C", "C", "C", "C", "H", "H", "H", "H", "H", "H", "H", "H"], "coordinates": [[-1.5840, -0.3259, 0.3633], [-2.9744, -3.1188, 4.1246], [-3.0557, -1.7863, 2.4826], [-2.5749, -2.2996, 0.4514], [-2.1574, 0.1643, 2.4384], [-4.8859, -2.2337, 3.4460], [1.8891, 1.4274, -1.2095], [2.2805, 0.8085, 0.1395], [3.8146, 0.7878, 0.2688], [1.6861, 1.6968, 1.2488], [1.6397, -0.9384, 0.2401], [-0.0925, -0.6926, 0.5119], [1.6642, -1.8992, -1.3669], [0.7366, -1.2933, -2.4341], [1.1993, -3.3439, -1.1255], [3.1135, -1.9219, -1.8902], [2.1453, -1.8870, 1.7607], [2.2257, -0.9245, 2.9555], [1.1131, -2.9734, 2.1143], [3.5295, -2.5203, 1.5296], [2.2049, 2.4709, -1.1786], [0.8118, 1.4237, -1.3969], [2.3939, 0.9683, -2.0535], [4.1508, 1.8224, 0.1808], [4.3063, 0.2177, -0.5171], [4.1514, 0.4237, 1.2365], [1.9309, 2.7255, 0.9833], [2.1085, 1.5072, 2.2287], [0.5987, 1.6348, 1.3261], [-0.2823, -1.1008, -2.0771], [0.6400, -2.0375, -3.2256], [1.1250, -0.3884, -2.8863], [0.1849, -3.4053, -0.7281], [1.8684, -3.9106, -0.4853], [1.1982, -3.8344, -2.0994], [3.4648, -0.9451, -2.2125], [3.1219, -2.5739, -2.7654], [3.8201, -2.3381, -1.1740], [1.2835, -0.4106, 3.1542], [3.0244, -0.1951, 2.8582], [2.4561, -1.5343, 3.8298], [0.0880, -2.5957, 2.1344], [1.3545, -3.3102, 3.1234], [1.1536, -3.8407, 1.4667], [4.3032, -1.7883, 1.3032], [3.5296, -3.2851, 0.7568], [3.8103, -3.0071, 2.4652], [-4.3397, 0.4978, -2.2404], [-3.5730, 1.3377, -1.2807], [-2.6493, 0.6774, -0.6180], [-3.7634, 2.7016, -1.0365], [-2.9728, 3.4226, -0.1036], [-3.2000, 4.7576, 0.0991], [-4.2156, 5.4033, -0.6187], [-5.0083, 4.7206, -1.5401], [-4.7873, 3.3818, -1.7544], [-3.9763, -0.5252, -2.2388], [-4.2604, 0.9123, -3.2470], [-5.3973, 0.5002, -1.9669], [-2.1867, 2.9215, 0.4467], [-2.6051, 5.3191, 0.8047], [-4.3882, 6.4597, -0.4553], [-5.7869, 5.2404, -2.0799], [-5.4030, 2.8526, -2.4671]], "forces_ev_per_angstrom": [[-0.30, -0.21, 0.35], [-0.18, -0.20, 0.29], [0.06, 0.05, -0.08], [0.08, -0.01, -0.19], [0.12, 0.18, -0.03], [-0.15, -0.17, 0.22], [-0.02, 0.05, -0.05], [-0.09, 0.07, -0.02], [0.01, 0.01, 0.01], [0.01, 0.01, 0.05], [-0.36, -0.06, 0.08], [0.44, 0.22, -0.61], [-0.05, -0.09, -0.02], [-0.10, 0.05, 0.02], [-0.02, 0.00, 0.09], [0.00, 0.02, 0.00], [0.03, 0.02, 0.03], [0.01, -0.01, 0.03], [-0.01, 0.02, -0.02], [-0.02, -0.03, 0.05], [0.01, -0.01, -0.03], [0.02, -0.03, 0.07], [0.05, -0.03, -0.01], [0.02, 0.00, -0.02], [-0.01, -0.01, -0.01], [0.01, 0.01, -0.01], [0.01, 0.01, 0.03], [0.00, 0.01, -0.01], [-0.02, -0.01, -0.07], [0.09, -0.04, 0.04], [0.05, 0.02, -0.02], [-0.01, 0.02, 0.01], [-0.02, 0.02, 0.03], [0.04, 0.00, 0.02], [0.00, -0.03, 0.02], [0.00, 0.05, -0.01], [0.00, 0.01, -0.01], [-0.01, 0.02, -0.02], [-0.02, -0.02, -0.02], [0.00, -0.01, 0.03], [0.01, 0.02, 0.01], [0.04, 0.03, 0.00], [0.00, -0.04, -0.02], [-0.02, -0.03, -0.08], [-0.01, 0.01, 0.00], [-0.04, -0.03, 0.00], [0.02, -0.01, 0.00], [-0.10, 0.20, -0.02], [0.48, -0.81, 0.30], [0.13, 0.50, -0.29], [-0.27, 0.35, -0.17], [0.03, -0.10, 0.00], [-0.08, 0.04, -0.05], [0.00, 0.03, 0.00], [0.07, 0.00, 0.05], [0.11, -0.06, 0.11], [0.03, 0.02, 0.01], [-0.03, -0.01, -0.02], [-0.01, 0.01, -0.03], [-0.03, -0.01, -0.04], [0.01, 0.00, 0.01], [0.00, 0.00, 0.01], [0.00, 0.01, 0.00], [0.00, -0.05, -0.02]], "total_energy_ha": -6232.90241, "homo_ev": -17.63, "total_charge": 3, "homo_lumo_gap_ev": 6.4}

=====

[2]
{"formula": "C20H35BCl4GeN6PbS2Sb", "method": "the ωB97M-V functional and the def2-TZVPD basis", "species": ["Pb", "N", "C", "C", "N", "H", "H", "H", "H", "H", "H", "H", "H", "C", "N", "C", "C", "N", "B", "N", "C", "C", "N", "C", "C", "S", "C", "S", "H", "H", "H", "H", "H", "H", "H", "H", "H", "H", "H", "H", "Cl", "Ge", "Cl", "Cl", "C", "Sb", "C", "C", "H", "H", "H", "H", "H", "H", "H", "H", "H", "Cl", "C", "C", "C", "C", "C", "C", "C", "H", "H", "H", "H", "H", "H"], "coordinates": [[0.6651, 0.1294, 0.4599], [0.3066, 0.2445, 3.2973], [1.4857, 0.9633, 3.7888], [2.7382, 0.2956, 3.2543], [2.8163, 0.4017, 1.7920], [-0.5268, 0.8106, 3.3981], [0.1563, -0.6219, 3.8024], [1.5413, 1.0032, 4.8812], [1.4248, 1.9900, 3.4239], [2.6962, -0.7705, 3.4889], [3.6259, 0.7055, 3.7448], [3.4528, -0.2910, 1.4117], [3.1076, 1.3257, 1.4857], [5.4351, 1.0318, -0.4488], [4.4888, 1.9825, -0.9992], [4.7448, 3.3287, -1.1767], [3.6851, 3.8334, -1.8423], [2.7957, 2.8158, -2.0851], [1.5332, 2.9843, -2.9852], [0.2080, 2.6799, -2.2124], [-0.8717, 2.1496, -2.8861], [-1.9302, 2.1243, -2.0465], [-1.4820, 2.6324, -0.8425], [-2.2906, 2.8287, 0.3394], [-0.1677, 2.9760, -0.9574], [0.7826, 3.5557, 0.3356], [3.2852, 1.6897, -1.5581], [2.5719, 0.1203, -1.5762], [6.3963, 1.1458, -0.9473], [5.0566, 0.0286, -0.6251], [5.5704, 1.1919, 0.6217], [5.6484, 3.7882, -0.8190], [3.4756, 4.8359, -2.1662], [1.5284, 4.1340, -3.3540], [1.5874, 2.1989, -3.8974], [-0.7906, 1.8511, -3.9157], [-2.9471, 1.8068, -2.1921], [-3.2402, 2.3185, 0.1950], [-2.4607, 3.8901, 0.5173], [-1.7797, 2.4172, 1.2077], [-1.8135, -3.8572, 2.8285], [-1.5958, -1.3900, -1.3624], [-0.6357, -3.5655, -3.3841], [-0.1918, -3.2038, -0.1934], [-7.5234, -0.1109, -1.2040], [-5.4201, -0.4547, -1.4969], [-4.9786, -0.4791, 0.6128], [-5.6118, -2.5792, -1.7013], [-7.9411, -0.8824, -0.5577], [-8.0453, -0.1221, -2.1597], [-7.6726, 0.8635, -0.7394], [-5.3449, -1.4044, 1.0565], [-5.4780, 0.3645, 1.0902], [-3.9062, -0.4049, 0.7922], [-6.2442, -2.9627, -0.9012], [-4.6321, -3.0522, -1.6488], [-6.0630, -2.8178, -2.6636], [1.2286, -5.4195, -1.3329], [-0.2735, -4.9567, -0.5313], [-0.3750, -3.4079, 1.9934], [0.7854, -3.1416, 2.5754], [1.8417, -2.7937, 1.6096], [3.1516, -2.8784, 1.8814], [1.3576, -2.2599, 0.3200], [-0.0892, -2.5101, -2.0976], [-0.2107, -5.3472, 0.4816], [1.0026, -3.2241, 3.6386], [3.8996, -2.6870, 1.1203], [3.4972, -3.1736, 2.8639], [2.0297, -2.4749, -0.5093], [0.9293, -2.1927, -2.2942]], "forces_ev_per_angstrom": [[0.15, 0.06, -0.05], [-0.03, 0.11, -0.06], [-0.04, -0.02, -0.06], [0.04, -0.09, 0.03], [-0.10, 0.01, 0.09], [-0.04, -0.03, 0.05], [0.01, -0.05, -0.07], [-0.01, 0.00, 0.00], [0.02, 0.05, -0.02], [0.05, 0.05, 0.02], [-0.02, 0.05, -0.01], [-0.03, 0.02, -0.06], [0.03, 0.03, 0.02], [-0.01, 0.03, 0.02], [-0.01, -0.05, 0.01], [-0.01, -0.02, 0.00], [0.00, 0.02, 0.00], [0.08, -0.10, -0.01], [-0.01, 0.07, 0.00], [0.01, -0.17, -0.19], [-0.01, -0.01, 0.06], [0.00, -0.06, 0.01], [-0.06, 0.01, -0.07], [0.02, -0.02, 0.02], [0.05, -0.02, 0.23], [0.00, -0.09, 0.07], [0.02, 0.08, -0.01], [-0.01, -0.01, -0.02], [0.00, -0.01, 0.00], [0.00, 0.00, 0.00], [-0.01, 0.01, 0.01], [0.00, 0.00, 0.00], [0.00, 0.00, 0.00], [0.01, 0.01, 0.01], [0.00, 0.01, -0.02], [0.00, 0.00, 0.00], [-0.06, -0.02, -0.01], [-0.03, -0.01, -0.01], [0.01, 0.00, 0.01], [0.02, -0.01, 0.03], [-0.06, -0.06, 0.20], [-0.05, 0.27, -0.32], [0.03, 0.02, 0.00], [0.42, 0.65, 0.19], [0.02, 0.00, 0.00], [0.01, 0.04, 0.04], [0.00, -0.03, -0.01], [0.01, 0.00, -0.01], [0.01, 0.00, 0.01], [0.00, -0.01, 0.00], [0.00, 0.00, -0.01], [-0.01, 0.01, 0.01], [0.02, 0.01, 0.00], [0.01, 0.00, 0.00], [0.01, 0.00, 0.00], [0.00, -0.01, 0.00], [0.00, 0.00, 0.00], [0.22, -0.06, 0.00], [-0.33, -0.68, -0.31], [-0.06, 0.10, -0.02], [0.02, 0.01, -0.09], [0.04, -0.05, 0.15], [0.01, 0.03, -0.10], [-0.08, 0.01, 0.06], [-0.33, -0.11, -0.02], [-0.01, 0.01, 0.08], [0.08, -0.06, 0.01], [0.00, 0.00, 0.00], [0.00, -0.02, 0.00], [0.00, 0.02, 0.02], [0.01, 0.04, 0.11]], "multiplicity": 2, "relative_energy_kj_mol": 1519.1, "s2": 0.756, "total_energy_ha": -6283.28712, "homo_ev": [-6.95, -7.18], "total_charge": 0, "homo_lumo_gap_ev": [6.0, 5.9]}

=====

[3]
{"formula": "C20H35BClN3O10P", "method": "the ωB97M-V functional and the def2-TZVPD basis", "species": ["C", "C", "C", "Cl", "C", "C", "N", "C", "P", "O", "O", "O", "C", "B", "O", "N", "C", "C", "N", "C", "C", "O", "C", "O", "H", "H", "H", "H", "H", "H", "H", "H", "H", "H", "H", "H", "H", "H", "H", "H", "H", "H", "H", "H", "H", "H", "H", "O", "C", "O", "C", "C", "C", "H", "H", "H", "H", "H", "H", "O", "C", "O", "C", "C", "C", "H", "H", "H", "H", "H", "H"], "coordinates": [[-4.2176, -2.2681, -2.5288], [-4.3768, -1.3991, -1.1781], [-3.7399, 0.0963, -1.2991], [-4.5460, 0.8998, -2.7383], [-2.1469, 0.0536, -1.3586], [-1.3420, -1.2354, -1.0782], [0.0323, -0.8011, -1.2299], [1.0762, -1.8795, -1.0376], [1.3129, -2.6449, -2.7816], [1.7661, -1.4846, -3.6923], [-0.2208, -3.1459, -3.3867], [2.3821, -3.9636, -2.7848], [0.2292, 0.6015, -1.5475], [1.6313, 1.4136, -1.7427], [2.0861, 2.2238, -0.6164], [2.5087, 1.3740, -2.9491], [2.6088, 2.8005, -3.4068], [3.8576, 0.8082, -2.5721], [-1.1539, 1.0714, -1.6415], [-1.5334, 2.4957, -2.0046], [-1.7470, 2.4675, -3.6225], [-0.4500, 2.5935, -4.3245], [-0.6030, 1.7105, -5.4635], [0.3651, 1.0629, -5.9488], [-3.7006, -1.6999, -3.3862], [-3.5609, -3.1770, -2.2844], [-5.2247, -2.7020, -2.8988], [-3.9046, -1.9060, -0.2688], [-5.5034, -1.2324, -0.9730], [-4.0926, 0.6441, -0.3435], [-1.8019, -2.2383, -0.8116], [2.0598, -1.3864, -0.6787], [0.7276, -2.6765, -0.2809], [-0.2122, -3.1274, -4.3756], [2.2778, -4.3801, -3.6812], [1.8293, 1.7864, 0.2320], [2.4531, 2.9163, -4.5383], [1.7673, 3.4295, -2.9101], [3.5927, 3.3196, -3.1404], [4.0917, -0.1608, -3.1591], [4.7265, 1.5213, -2.7830], [3.8929, 0.5821, -1.4338], [-0.6898, 3.2203, -1.7412], [-2.5114, 2.7105, -1.4422], [-2.0962, 1.3862, -3.8469], [-2.5274, 3.2193, -3.9816], [-1.6092, 1.5648, -6.0075], [1.5577, -0.9805, 3.3451], [2.3073, -0.0403, 3.4434], [2.3426, 0.9980, 2.5640], [3.4178, 1.8807, 2.9149], [3.6912, 1.6113, 4.3755], [3.3561, 0.1403, 4.5053], [4.2792, 1.6505, 2.2808], [3.1164, 2.9150, 2.7395], [4.7114, 1.8569, 4.6745], [3.0073, 2.1993, 4.9957], [4.2136, -0.4951, 4.2709], [2.9594, -0.0962, 5.4926], [-2.2074, -0.1652, 8.1553], [-1.9972, -0.6082, 7.0567], [-1.1140, -0.0665, 6.1722], [-1.1927, -0.7732, 4.9295], [-1.7797, -2.1218, 5.2750], [-2.6885, -1.7942, 6.4407], [-1.8309, -0.2051, 4.2447], [-0.1966, -0.8617, 4.4930], [-2.2944, -2.5950, 4.4366], [-0.9853, -2.7976, 5.6077], [-3.6849, -1.4930, 6.1086], [-2.7515, -2.6222, 7.1467]], "forces_ev_per_angstrom": [[0.31, -0.74, 0.26], [-0.26, 0.71, -0.66], [0.09, -0.70, 1.19], [0.67, -0.23, 0.92], [3.12, -3.48, 0.38], [-1.23, 6.25, -1.49], [-1.15, 0.07, 0.39], [0.33, -0.40, 0.22], [0.87, 2.27, -4.47], [-0.89, -3.16, 2.60], [2.33, 0.01, 1.28], [-2.61, 1.75, -0.22], [-5.35, -3.39, 0.51], [2.46, 1.60, 0.59], [-1.48, -2.73, -1.15], [0.05, 0.89, 1.59], [-0.68, 1.47, -0.59], [0.73, -1.05, 0.21], [1.57, -1.37, 1.09], [-0.08, -0.34, -1.34], [-0.42, -0.92, 0.84], [-2.29, -1.97, -1.36], [4.33, -2.23, -2.14], [-4.05, 3.29, 2.57], [-0.93, -0.78, 1.41], [-0.90, 1.25, -0.50], [1.67, 0.97, 0.65], [-0.76, 0.66, -1.23], [1.97, -0.23, -0.17], [0.75, -0.54, -1.73], [1.43, 1.43, -0.48], [-1.51, -1.09, -0.82], [0.42, 1.61, -1.01], [0.25, 0.28, 1.02], [0.29, 0.36, 1.00], [-0.03, 0.81, -0.55], [0.21, -0.43, 1.62], [1.33, -0.84, -0.89], [-1.28, -0.90, -0.14], [-0.64, 1.53, 0.99], [-1.42, -0.74, 0.29], [0.13, 0.22, -1.76], [-1.24, -1.12, -0.13], [1.60, -0.08, -1.01], [0.06, 2.03, 0.48], [1.23, -0.86, 0.54], [1.01, 0.80, 1.43], [0.28, 0.79, -0.58], [-0.19, -1.05, 0.16], [-0.41, -0.43, -0.10], [0.49, 0.65, -0.09], [0.28, 0.32, 0.49], [-0.01, 0.45, 0.26], [-0.08, -0.02, 0.01], [-0.12, -0.20, -0.16], [-0.10, 0.02, -0.11], [0.10, -0.04, -0.08], [-0.13, -0.10, 0.06], [0.06, -0.32, -0.20], [0.52, -0.03, -0.81], [-0.58, 0.46, 1.10], [-0.10, -0.02, 0.35], [0.34, -0.01, -0.49], [-0.08, -0.56, -0.27], [0.23, -0.47, -0.24], [-0.04, 0.01, 0.05], [-0.24, 0.19, 0.21], [0.08, 0.07, 0.02], [-0.06, 0.08, -0.09], [0.00, -0.02, 0.17], [-0.26, 0.28, 0.09]], "total_energy_ha": -2525.90303, "homo_ev": -11.35, "total_charge": 1, "homo_lumo_gap_ev": 7.9}